[1]
ORCA calculation (the ωB97M-V functional and the def2-TZVPD basis) on a cluster of 2 separate species, C3H7O2S in total.

Summary:
Orbital gap, eV: 7.147
Energy relative to the best compared isomer or geometry (same formula, charge and spin), eV: 0.808

Geometry as ORCA input:
```
! RIJCOSX wB97M-V def2-TZVPD def2/J DEFGRID3
* xyz -1 1
C -1.288 -0.697 1.890
S 0.054 0.331 2.491
C 0.789 0.990 0.901
H -1.397 -0.467 0.818
H -1.058 -1.758 1.894
H -2.252 -0.394 2.291
H 1.352 0.195 0.428
H 1.460 1.759 1.300
H 0.002 1.378 0.268
O 0.352 -0.317 -1.823
C 0.572 -0.368 -3.041
O 1.556 -0.815 -3.677
H -0.143 0.165 -3.741
*
```

---

[2]
ORCA calculation (the ωB97M-V functional and the def2-TZVPD basis) on a cluster of 2 separate species, C4H5NO2 in total.

Summary:
Orbital gap, eV: 8.788
Energy relative to the best compared isomer or geometry (same formula, charge and spin), eV: 4.893

Geometry as ORCA input:
```
! RIJCOSX wB97M-V def2-TZVPD def2/J DEFGRID3
* xyz 0 1
O -2.570 1.041 -0.287
C -1.765 0.256 0.105
C -0.244 0.082 -0.602
C 0.210 0.757 0.573
N 2.213 -0.093 0.413
C 1.994 -1.096 -0.156
O -0.056 -1.194 -0.703
H -1.947 -0.618 0.756
H -0.300 0.715 -1.503
H 0.251 1.844 0.608
H 0.180 0.228 1.521
H 2.142 -2.048 -0.626
*
```

---

[3]
ORCA calculation (the ωB97M-V functional and the def2-TZVPD basis) on a structure of composition C4H2FLiO4Rh.

Summary:
Orbital gap (spin up / spin down), eV: 8.879 / 2.162
Energy relative to the best compared isomer or geometry (same formula, charge and spin), eV: 0.297
⟨S²⟩: 6.03

Geometry as ORCA input:
```
! RIJCOSX wB97M-V def2-TZVPD def2/J DEFGRID3
* xyz 3 5
O 1.004 0.682 -4.503
C 1.475 0.880 -5.544
O 1.953 1.024 -6.589
O -0.603 0.333 2.902
C -1.235 -0.791 2.808
C -0.096 0.757 1.600
O -1.201 -1.237 1.574
C -0.257 -0.484 0.750
Li -1.348 -2.234 4.394
H 0.947 1.070 1.711
H -0.724 1.593 1.274
F 0.927 -1.233 0.839
Rh -0.841 -0.361 -1.218
*
```

---

[4]
ORCA calculation (the ωB97M-V functional and the def2-TZVPD basis) on a cluster of 3 separate species, C15H37NO9S in total.

Summary:
Orbital gap, eV: 9.140

Geometry as ORCA input:
```
! RIJCOSX wB97M-V def2-TZVPD def2/J DEFGRID3
* xyz 0 1
C -0.834 -1.657 2.948
C -1.221 -3.101 2.636
C -2.000 -3.191 1.322
N -1.779 -4.511 0.727
O -2.155 -4.557 -0.647
S -1.293 -3.784 -1.809
O -1.539 -2.364 -1.741
O 0.191 -3.989 -1.136
H -0.564 -1.539 3.999
H 0.015 -1.348 2.335
H -1.667 -0.977 2.746
H -0.318 -3.716 2.557
H -1.820 -3.517 3.449
H -1.693 -2.383 0.653
H -3.072 -3.083 1.502
H -0.789 -4.737 0.749
H 0.634 -4.720 -1.591
C -3.449 -0.021 -0.284
O -2.923 1.214 -0.714
C -2.055 1.087 -1.826
C -2.028 2.361 -2.639
O -3.196 2.577 -3.416
C -4.329 3.105 -2.749
C -4.281 4.603 -2.546
O -3.377 4.953 -1.517
C -2.855 6.252 -1.654
H -2.668 -0.673 0.119
H -4.178 0.194 0.496
H -3.942 -0.553 -1.105
H -2.367 0.248 -2.459
H -1.033 0.877 -1.480
H -1.221 2.257 -3.368
H -1.811 3.218 -1.998
H -4.508 2.599 -1.798
H -5.171 2.903 -3.415
H -5.293 4.948 -2.287
H -3.991 5.086 -3.488
H -2.380 6.390 -2.633
H -2.108 6.387 -0.874
H -3.630 7.019 -1.536
C 3.692 2.295 -0.327
O 4.095 1.301 0.584
C 3.284 1.242 1.740
C 3.293 -0.144 2.346
O 2.534 -1.099 1.622
C 3.076 -1.616 0.419
C 4.167 -2.644 0.622
O 5.377 -2.036 1.024
C 6.216 -2.895 1.758
H 3.828 3.303 0.082
H 4.312 2.192 -1.216
H 2.639 2.176 -0.608
H 2.252 1.522 1.498
H 3.658 1.947 2.496
H 2.794 -0.070 3.315
H 4.318 -0.484 2.509
H 3.423 -0.820 -0.243
H 2.240 -2.128 -0.064
H 4.315 -3.179 -0.328
H 3.840 -3.375 1.374
H 5.697 -3.308 2.631
H 7.068 -2.308 2.094
H 6.581 -3.729 1.147
*
```

---

[5]
ORCA calculation (the ωB97M-V functional and the def2-TZVPD basis) on a cluster of 4 separate species, C39H74Cl2F3N3O6 in total.

Summary:
Orbital gap, eV: 9.341
SMILES: CCCN[C@@](CCC(F)=C(F)F)(N[C@H](C)CC)[C@H](COO)O[C@](CC(C)C)(c1cccnc1)[C@@H](Cl)[C@H](C)Cl.CCOCC.CCOCC.CCOCC

Geometry as ORCA input:
```
! RIJCOSX wB97M-V def2-TZVPD def2/J DEFGRID3
* xyz 0 1
C -0.068 2.559 3.831
C -0.088 0.997 4.045
C -1.309 0.375 3.241
N -0.994 0.031 1.845
C -0.750 -1.377 1.537
C -1.882 -2.391 1.864
C -3.329 -1.810 2.052
C -4.450 -2.604 1.355
F -4.386 -3.917 1.007
C -5.564 -1.955 1.020
F -5.848 -0.717 1.461
F -6.489 -2.455 0.177
N -0.560 -1.415 0.038
C -1.775 -1.035 -0.715
C -2.403 -2.256 -1.525
C -1.287 -0.022 -1.844
C -0.255 -0.676 -2.839
C 0.666 -1.932 2.056
C 0.643 -2.206 3.627
O 0.931 -3.573 3.935
O -0.223 -4.194 4.398
O 1.689 -0.990 1.780
C 2.848 -1.496 1.052
C 2.519 -2.099 -0.346
C 3.696 -2.442 -1.310
C 4.488 -3.764 -1.031
C 3.021 -2.669 -2.740
C 3.450 -2.597 2.024
C 4.214 -2.236 3.218
C 4.651 -3.342 3.997
C 4.391 -4.709 3.683
N 3.656 -5.031 2.611
C 3.241 -4.002 1.865
C 3.824 -0.265 1.061
Cl 5.568 -0.662 0.739
C 3.454 0.995 0.225
C 2.192 1.798 0.756
Cl 3.359 0.838 -1.570
H -0.425 2.859 2.815
H -0.686 3.096 4.585
H 0.964 2.984 3.923
H -0.205 0.787 5.132
H 0.888 0.607 3.659
H -1.813 -0.438 3.818
H -2.069 1.205 3.211
H -0.216 0.636 1.580
H -1.694 -3.047 2.750
H -1.931 -3.114 1.010
H -3.439 -0.740 1.766
H -3.553 -1.842 3.152
H 0.073 -0.619 -0.110
H -2.552 -0.476 -0.154
H -2.576 -1.984 -2.596
H -1.632 -3.061 -1.516
H -3.390 -2.577 -1.129
H -0.843 0.884 -1.358
H -2.196 0.342 -2.389
H 0.446 0.084 -3.243
H 0.237 -1.563 -2.388
H -0.836 -1.063 -3.714
H 0.764 -2.937 1.595
H 1.330 -1.493 4.130
H -0.375 -2.031 4.056
H -0.032 -5.145 4.339
H 1.904 -1.334 -0.886
H 1.840 -2.987 -0.300
H 4.445 -1.647 -1.490
H 5.249 -3.886 -1.842
H 3.858 -4.671 -0.912
H 5.094 -3.597 -0.102
H 2.375 -1.822 -3.046
H 3.841 -2.902 -3.454
H 2.417 -3.611 -2.654
H 4.430 -1.193 3.498
H 5.256 -3.125 4.902
H 4.792 -5.511 4.328
H 2.642 -4.294 0.974
H 3.813 0.104 2.117
H 4.294 1.712 0.400
H 2.467 2.879 0.859
H 1.967 1.467 1.801
H 1.315 1.722 0.079
C -5.119 2.572 0.792
C -5.189 3.047 2.233
O -5.167 4.458 2.371
C -6.225 5.166 1.748
C -7.602 4.788 2.268
H -4.232 2.975 0.298
H -5.079 1.483 0.754
H -5.990 2.892 0.215
H -4.314 2.674 2.770
H -6.065 2.629 2.741
H -6.172 5.051 0.661
H -6.049 6.223 1.956
H -7.844 3.745 2.058
H -8.368 5.410 1.800
H -7.653 4.926 3.350
C 2.685 8.200 1.290
C 3.491 6.913 1.282
O 2.768 5.790 0.806
C 2.281 5.873 -0.526
C 3.378 6.046 -1.563
H 1.772 8.077 1.876
H 3.272 9.013 1.722
H 2.391 8.502 0.283
H 3.785 6.675 2.306
H 4.420 7.035 0.714
H 1.533 6.667 -0.608
H 1.759 4.934 -0.721
H 3.914 6.987 -1.434
H 2.952 6.038 -2.569
H 4.108 5.237 -1.487
C -1.260 -4.757 -6.980
C -1.356 -3.383 -6.338
O -0.138 -2.659 -6.357
C 0.408 -2.376 -7.634
C -0.504 -1.541 -8.517
H -0.474 -5.347 -6.505
H -2.208 -5.288 -6.881
H -1.025 -4.692 -8.045
H -1.622 -3.504 -5.286
H -2.157 -2.791 -6.794
H 0.698 -3.305 -8.138
H 1.330 -1.820 -7.456
H -1.432 -2.064 -8.754
H -0.005 -1.302 -9.458
H -0.771 -0.608 -8.016
*
```

---

[6]
ORCA calculation (the ωB97M-V functional and the def2-TZVPD basis) on a structure of composition C11H28I2N4OSW.

Summary:
Orbital gap (spin up / spin down), eV: 6.455 / 7.495
Energy relative to the best compared isomer or geometry (same formula, charge and spin), eV: 0.000
⟨S²⟩: 2.02

Geometry as ORCA input:
```
! RIJCOSX wB97M-V def2-TZVPD def2/J DEFGRID3
* xyz 4 3
W 0.287 -0.591 -0.055
N 1.185 -2.666 -0.559
C 1.078 -3.082 -2.017
C -0.145 -2.385 -2.625
N -0.177 -0.979 -2.154
C -1.612 -0.521 -2.263
C -2.547 -1.078 -1.193
N -1.826 -1.354 0.083
C 0.686 -0.110 -2.990
C 1.241 1.124 -2.294
N 1.918 0.648 -1.002
H 2.174 -2.715 -0.299
H 0.819 -3.402 0.025
H 1.009 -4.156 -2.109
H 2.053 -2.742 -2.447
H -1.065 -2.812 -2.236
H -0.110 -2.351 -3.684
H -1.947 -0.741 -3.275
H -1.587 0.569 -2.179
H -2.925 -2.028 -1.507
H -3.350 -0.349 -1.067
H -1.822 -2.393 0.262
H -2.316 -0.977 0.877
H 0.183 0.259 -3.839
H 1.548 -0.680 -3.319
H 0.502 1.812 -1.959
H 1.950 1.695 -2.898
H 2.149 1.464 -0.449
H 2.792 0.227 -1.167
I 5.091 -2.924 2.262
C 4.846 -3.257 4.171
I 0.950 -1.066 2.476
H 5.698 -3.657 4.733
H 3.909 -3.101 4.698
O -0.425 1.114 0.484
S -1.633 1.572 1.527
C -0.787 2.318 2.953
C -1.475 3.624 3.318
C -1.719 4.325 1.967
C -2.246 3.266 0.966
H 0.182 2.468 2.481
H -0.690 1.610 3.768
H -0.910 4.134 4.165
H -2.390 3.354 3.783
H -0.868 4.855 1.563
H -2.470 5.093 2.091
H -1.892 3.435 -0.058
H -3.313 3.151 0.994
*
```

---

[7]
ORCA calculation (the ωB97M-V functional and the def2-TZVPD basis) on a structure of composition C3H17B2N3O6Tl.

Summary:
Orbital gap, eV: 2.956

Geometry as ORCA input:
```
! RIJCOSX wB97M-V def2-TZVPD def2/J DEFGRID3
* xyz 1 1
Tl -1.886 -0.420 -0.850
B -0.700 -3.411 -1.399
H -0.558 -4.339 -0.867
H -1.686 -3.020 -1.206
H 0.032 -2.716 -1.016
H -0.550 -3.596 -2.451
B 0.586 -0.071 0.837
H 0.064 -0.989 1.059
H -0.074 0.742 1.095
H 1.559 0.015 1.296
H 0.621 -0.115 -0.241
C 0.892 3.701 -1.020
N 0.206 3.033 -2.171
O -0.442 2.034 -1.832
O 0.283 3.510 -3.269
H 0.996 2.996 -0.196
H 0.212 4.513 -0.763
H 1.790 4.163 -1.431
C -4.270 1.541 3.382
N -3.304 0.459 3.077
O -2.522 0.442 2.119
O -3.632 -0.597 3.569
H -3.958 2.585 3.419
H -4.691 1.533 4.387
H -5.129 1.263 2.772
C 3.597 -1.415 -0.781
N 3.940 -2.481 -1.764
O 4.476 -2.201 -2.799
O 3.723 -3.633 -1.361
H 3.410 -0.508 -1.356
H 4.327 -1.294 0.020
H 2.692 -1.724 -0.258
*
```

---

[8]
ORCA calculation (the ωB97M-V functional and the def2-TZVPD basis) on the molecule C4H14N2P2Si.

Summary:
Orbital gap, eV: 9.071
SMILES: C[Si](C)(C)[C@@H]1NN[PH]#[PH]1

Geometry as ORCA input:
```
! RIJCOSX wB97M-V def2-TZVPD def2/J DEFGRID3
* xyz 0 1
C -0.066 -0.494 1.004
C -0.408 1.407 -1.774
C -0.166 -1.589 -1.869
C 2.364 0.284 -0.838
N -1.426 -0.842 1.078
N -1.993 -0.448 2.598
Si 0.560 -0.137 -0.838
P 0.472 1.013 1.937
P -1.232 0.851 3.404
H 0.457 -1.382 1.457
H -0.583 0.926 -2.735
H -1.482 1.648 -1.316
H 0.251 2.244 -1.869
H 0.182 -2.491 -1.349
H -1.268 -1.535 -1.778
H 0.169 -1.585 -2.962
H 2.694 1.195 -0.223
H 3.164 -0.492 -0.620
H 2.481 0.598 -1.895
H -2.002 -0.052 0.604
H -2.013 -1.318 3.094
H 1.744 0.366 2.231
H -1.897 1.832 2.658
*
```

---

[9]
ORCA calculation (the ωB97M-V functional and the def2-TZVPD basis) on a structure of composition C20H16ClMoN4O4.

Summary:
Orbital gap (spin up / spin down), eV: 7.097 / 7.453
Energy relative to the best compared isomer or geometry (same formula, charge and spin), eV: 0.000
⟨S²⟩: 2.02

Geometry as ORCA input:
```
! RIJCOSX wB97M-V def2-TZVPD def2/J DEFGRID3
* xyz 1 3
Mo 0.826 0.216 0.274
N 1.590 2.229 -0.278
C 2.555 2.594 0.794
C 3.406 1.366 1.090
O 4.571 1.426 1.374
N 2.677 0.188 0.943
C 3.406 -1.014 0.572
C 2.771 -1.565 -0.724
O 3.122 -2.585 -1.238
O 1.767 -0.793 -1.171
H 2.070 2.191 -1.175
H 0.865 2.938 -0.360
H 1.989 2.873 1.684
H 3.204 3.420 0.511
H 3.339 -1.793 1.333
H 4.463 -0.802 0.413
Cl -3.888 5.610 -0.171
C -2.860 4.300 0.285
C -2.163 4.356 1.495
C -1.348 3.315 1.881
C -1.174 2.197 1.056
O -0.389 1.204 1.472
C -1.880 2.146 -0.171
C -1.899 0.939 -0.966
N -0.955 0.065 -0.946
C -1.174 -1.277 -1.370
C -1.814 -1.679 -2.504
C -2.031 -3.056 -2.733
C -1.629 -3.991 -1.823
C -0.956 -3.595 -0.641
C -0.514 -4.496 0.353
C 0.130 -4.026 1.463
C 0.383 -2.651 1.571
N -0.004 -1.782 0.658
C -0.702 -2.232 -0.435
C -2.744 3.198 -0.524
H -2.283 5.219 2.135
H -0.833 3.338 2.832
H -2.807 0.727 -1.531
H -2.147 -0.952 -3.233
H -2.529 -3.363 -3.642
H -1.810 -5.043 -1.996
H -0.693 -5.557 0.225
H 0.474 -4.688 2.244
H 0.932 -2.254 2.417
H -3.314 3.140 -1.442
*
```

---

[10]
ORCA calculation (the ωB97M-V functional and the def2-TZVPD basis) on the molecule C4H8O2.

Summary:
Orbital gap, eV: 10.699
Energy relative to the best compared isomer or geometry (same formula, charge and spin), eV: 3.097
SMILES: CO[C@H]1C[C@H]1O

Geometry as ORCA input:
```
! RIJCOSX wB97M-V def2-TZVPD def2/J DEFGRID3
* xyz 0 1
C 0.349 0.908 -1.684
O 0.957 0.420 -0.503
C 0.138 0.497 0.630
C -1.139 -0.313 0.675
C 0.078 -0.768 1.426
O 0.584 -1.876 0.702
H 0.238 2.000 -1.651
H -0.638 0.452 -1.838
H 1.013 0.636 -2.507
H 0.212 1.456 1.157
H -1.023 -1.224 0.024
H -2.058 0.119 1.099
H 0.214 -0.851 2.499
H 1.074 -1.457 -0.031
*
```

---

[11]
ORCA calculation (the ωB97M-V functional and the def2-TZVPD basis) on a cluster of 8 separate species, C20H56O8 in total.

Summary:
Orbital gap (spin up / spin down), eV: 9.199 / 2.227
Energy relative to the best compared isomer or geometry (same formula, charge and spin), eV: 0.589
⟨S²⟩: 0.76

Geometry as ORCA input:
```
! RIJCOSX wB97M-V def2-TZVPD def2/J DEFGRID3
* xyz 1 2
C -2.673 -12.014 -25.155
C -3.382 -10.665 -25.151
O -3.366 -10.223 -23.855
H -1.819 -12.065 -24.479
H -2.315 -12.395 -26.111
H -3.255 -12.829 -24.727
H -4.342 -10.773 -25.655
H -2.806 -9.958 -25.748
H -3.277 -9.267 -23.865
C -6.154 -8.341 -23.591
C -5.627 -7.734 -24.884
O -6.801 -7.554 -25.696
H -6.902 -7.677 -23.158
H -5.342 -8.416 -22.868
H -6.610 -9.324 -23.709
H -5.069 -8.438 -25.502
H -5.075 -6.806 -24.740
H -6.550 -7.889 -26.560
C -3.755 -2.168 -25.116
C -2.770 -2.605 -26.265
O -2.615 -1.520 -27.175
H -3.677 -2.993 -24.407
H -4.792 -2.097 -25.444
H -3.398 -1.273 -24.607
H -3.147 -3.389 -26.922
H -1.829 -2.907 -25.805
H -1.901 -1.657 -27.802
C -2.150 -5.209 -23.924
C -2.032 -6.717 -24.045
O -2.931 -7.377 -23.137
H -3.074 -4.775 -24.307
H -1.276 -4.783 -24.417
H -2.093 -4.861 -22.892
H -1.025 -7.070 -23.827
H -2.215 -7.034 -25.071
H -2.939 -7.057 -22.231
C -3.316 -6.370 -27.718
C -3.334 -7.780 -28.446
C -2.043 -8.542 -28.228
O -4.386 -8.636 -28.007
H -3.298 -6.512 -26.637
H -4.213 -5.813 -27.990
H -2.458 -5.734 -27.934
H -3.450 -7.555 -29.507
H -1.739 -8.834 -27.223
H -1.180 -8.110 -28.734
H -2.228 -9.439 -28.819
H -4.401 -9.290 -28.709
C -6.827 -2.878 -20.497
C -6.100 -3.295 -21.833
C -5.843 -4.733 -21.986
O -6.995 -2.975 -22.966
H -6.942 -1.796 -20.426
H -6.292 -3.048 -19.563
H -7.825 -3.315 -20.456
H -5.102 -2.864 -21.913
H -6.760 -5.322 -21.993
H -5.263 -4.986 -21.098
H -5.125 -5.005 -22.760
H -7.011 -3.781 -23.486
C -2.858 -7.803 -17.663
C -3.402 -7.934 -19.113
C -4.936 -7.879 -19.266
O -2.840 -6.870 -19.812
H -3.385 -8.489 -16.999
H -2.818 -6.794 -17.253
H -1.787 -8.007 -17.698
H -3.040 -8.881 -19.514
H -5.388 -8.760 -18.808
H -5.420 -7.840 -20.242
H -5.299 -7.060 -18.646
H -1.891 -6.979 -19.913
C -1.569 -2.801 -20.161
C -0.475 -1.976 -19.536
C -0.205 -0.704 -20.401
O -0.957 -1.573 -18.238
H -1.387 -3.182 -21.166
H -2.485 -2.217 -20.258
H -1.838 -3.708 -19.621
H 0.453 -2.515 -19.344
H -1.081 -0.085 -20.594
H 0.316 -0.929 -21.332
H 0.500 -0.098 -19.831
H -1.874 -1.295 -18.297
*
```

---

[12]
ORCA calculation (the ωB97M-V functional and the def2-TZVPD basis) on a structure of composition CH4O2PS.

Summary:
Orbital gap, eV: 6.625
Energy relative to the best compared isomer or geometry (same formula, charge and spin), eV: 3.728

Geometry as ORCA input:
```
! RIJCOSX wB97M-V def2-TZVPD def2/J DEFGRID3
* xyz -1 1
C 0.405 0.652 1.006
O 1.388 -1.519 1.843
O -0.179 -1.582 -0.034
P -0.018 -1.055 1.626
S -0.640 1.911 0.291
H 1.403 0.266 0.058
H 0.952 1.001 1.837
H 0.752 -2.083 0.031
H -0.899 1.226 -0.824
*
```

---

- What is the formula in the third record?
  C4H2FLiO4Rh